# 1
C30H30BrHfN7O2S as an isolated structure, computed with ωB97M-V/def2-TZVPD.

CARTESIAN COORDINATES (ANGSTROEM)
Hf1 -0.160 0.151 0.387
O1 -4.088 0.337 -1.173
C1 -2.909 0.306 -0.974
N1 -2.268 0.296 0.293
C2 -3.065 0.109 1.453
O2 -4.259 0.132 1.515
C3 -2.247 -0.169 2.694
C4 -2.866 -0.064 3.922
C5 -2.105 -0.337 5.048
C6 -0.764 -0.666 4.895
C7 -0.216 -0.684 3.630
N2 -0.948 -0.451 2.533
C8 -1.961 0.200 -2.157
C9 -2.493 0.240 -3.428
C10 -1.643 0.099 -4.514
C11 -0.290 -0.080 -4.284
C12 0.170 -0.099 -2.982
N3 -0.644 0.040 -1.929
H1 -3.913 0.202 3.962
H2 -2.548 -0.286 6.035
H3 -0.134 -0.876 5.748
H4 0.842 -0.854 3.489
H5 -3.560 0.376 -3.535
H6 -2.033 0.126 -5.523
H7 0.413 -0.200 -5.097
H8 1.224 -0.223 -2.778
Br1 2.548 -0.220 -0.428
C13 3.357 0.943 0.871
C14 4.706 1.056 0.833
C15 5.314 1.931 1.770
C16 4.543 2.626 2.651
C17 3.127 2.490 2.662
C18 2.325 3.229 3.563
C19 0.965 3.107 3.545
C20 0.355 2.221 2.634
C21 1.070 1.440 1.748
C22 2.484 1.610 1.756
H9 5.304 0.510 0.115
H10 6.390 2.042 1.768
H11 5.003 3.305 3.359
H12 2.810 3.897 4.266
H13 0.357 3.684 4.231
H14 -0.732 2.158 2.676
S1 -1.069 4.727 -0.991
C23 0.403 4.222 -1.687
C24 0.653 2.936 -1.356
N4 -0.314 2.358 -0.557
C25 -1.278 3.207 -0.293
H15 1.003 4.881 -2.292
H16 1.525 2.370 -1.647
H17 -2.143 2.964 0.308
C26 1.678 -3.034 1.642
N5 1.055 -3.741 0.536
C27 1.824 -4.875 0.013
C28 -0.081 -3.315 -0.037
N6 -0.463 -2.042 0.029
N7 -0.822 -4.220 -0.724
C29 -1.020 -5.581 -0.212
C30 -1.823 -3.770 -1.684
H18 1.876 -3.732 2.456
H19 1.003 -2.270 2.010
H20 2.619 -2.574 1.341
H21 2.872 -4.581 -0.034
H22 1.486 -5.126 -0.988
H23 1.743 -5.754 0.654
H24 -1.449 -1.980 -0.214
H25 -0.461 -5.726 0.706
H26 -0.708 -6.326 -0.943
H27 -2.078 -5.725 0.009
H28 -1.451 -2.915 -2.245
H29 -2.774 -3.512 -1.202
H30 -2.017 -4.578 -2.386

Force components x, y, z for each atom (eV/Å):
0.10 -0.28 -0.19
-0.14 0.09 0.00
0.21 -0.05 0.43
-0.63 -0.14 -0.06
0.19 -0.01 -0.46
-0.11 0.09 0.00
-0.19 0.26 -0.36
0.16 -0.29 0.19
-0.04 0.03 0.09
-0.01 -0.01 0.09
-0.04 0.00 -0.03
-0.15 0.36 -0.23
0.18 0.00 0.20
-0.09 -0.01 -0.10
-0.05 0.00 -0.09
0.06 -0.01 -0.08
-0.07 -0.01 0.10
-0.18 0.00 0.06
0.01 -0.02 0.01
0.03 0.01 -0.02
-0.04 0.01 0.00
0.02 0.01 0.02
0.00 -0.01 -0.02
0.01 0.00 0.03
-0.03 0.01 0.01
0.00 -0.01 0.00
-0.25 -0.19 -0.11
-0.02 -0.05 -0.03
0.21 0.22 0.20
0.02 -0.12 -0.14
-0.10 0.02 0.04
0.06 0.15 0.14
0.08 0.01 0.03
-0.02 0.03 -0.08
0.12 0.03 0.15
0.39 -0.02 0.10
0.04 0.04 0.02
-0.01 0.02 0.03
-0.03 -0.01 -0.01
-0.02 -0.02 -0.02
-0.01 -0.01 -0.02
0.01 -0.01 -0.03
-0.01 -0.01 -0.01
-0.10 0.25 -0.02
0.02 0.08 -0.05
-0.07 -0.12 0.20
0.15 -0.29 0.10
-0.01 -0.02 -0.06
-0.02 -0.01 0.02
-0.03 0.00 0.00
0.05 0.01 -0.03
-0.02 -0.04 -0.03
0.24 -0.08 0.02
-0.05 0.13 0.06
-0.08 -0.03 -0.23
0.16 0.22 0.17
0.02 0.02 0.10
0.01 0.08 -0.07
-0.01 -0.03 0.10
0.02 -0.03 0.00
-0.04 -0.01 -0.02
0.02 -0.02 0.00
0.01 0.01 -0.01
-0.01 0.00 0.01
0.01 0.00 0.02
0.08 -0.18 -0.03
-0.03 0.00 0.01
0.00 -0.01 -0.02
-0.02 0.00 -0.02
0.01 0.02 -0.02
0.02 0.00 -0.01
0.02 -0.01 0.00

Results
**Frontier orbital gap**: 7.68 eV
**HOMO level**: -0.492 Ha
**Total charge**: +2
**Multiplicity**: 1

Atom charges from the Mulliken analysis, given in e for atoms 1 to 5:
1 Hf -0.4292
2 O -0.5487
3 C -0.1749
4 N 0.6997
5 C 0.0538

=====

# 2
C12H30ClO3P2SiTb as an isolated structure in a non-equilibrium geometry, computed with ωB97M-V/def2-TZVPD.

CARTESIAN COORDINATES (ANGSTROEM)
C1 -0.043 0.215 -5.460
C2 0.542 0.576 -4.190
H1 0.672 0.191 -6.313
H2 -0.847 0.947 -5.676
H3 -0.498 -0.786 -5.292
O1 1.572 0.803 -3.633
Cl1 -1.114 -0.019 -2.717
Tb1 -0.695 -0.148 0.159
P1 -0.010 2.494 -0.785
C3 1.435 3.489 -0.305
C4 -0.372 3.341 -2.355
H4 -0.576 4.405 -2.172
H5 -1.257 4.408 0.148
H6 -1.235 2.866 -2.827
H7 -2.335 2.982 -0.159
H8 2.267 3.236 -0.973
H9 0.496 3.252 -3.015
C5 -1.346 3.306 0.222
H10 1.209 4.559 -0.396
H11 -1.237 2.987 1.275
H12 1.714 3.256 0.728
P2 0.282 -2.625 -0.893
C6 1.668 -3.665 -0.347
C7 -1.111 -3.359 0.036
H13 -0.848 -2.839 -3.016
H14 -0.179 -4.424 -2.451
H15 0.904 -3.179 -3.164
C8 0.007 -3.341 -2.547
H16 -2.075 -2.907 -0.250
H17 -1.141 -4.436 -0.177
H18 1.452 -4.716 -0.597
H19 1.797 -3.556 0.736
H20 -0.954 -3.210 1.113
H21 2.604 -3.358 -0.836
C9 1.755 -0.312 -0.307
O2 2.876 -0.381 -0.594
C10 -1.748 0.856 4.850
Si1 -0.661 0.000 3.586
C11 1.039 0.890 3.546
C12 -0.302 -1.757 4.168
O3 -1.386 0.020 2.109
H22 -1.326 0.603 5.831
H23 -2.792 0.512 4.796
H24 -1.748 1.950 4.729
H25 1.584 0.949 4.506
H26 1.710 0.375 2.839
H27 0.899 1.929 3.199
H28 -1.131 -2.441 3.938
H29 0.608 -2.130 3.678
H30 -0.126 -1.809 5.254

Force components x, y, z for each atom (eV/Å):
-1.17 -0.15 -0.74
5.55 0.08 2.74
-0.09 0.18 0.92
0.18 -0.49 0.03
0.13 0.65 -0.29
-5.05 -0.64 -2.26
0.18 0.16 -0.14
-0.95 0.45 0.66
-0.50 2.00 0.54
0.36 -0.36 0.30
-0.03 -0.58 -0.59
0.07 -0.35 0.04
-0.09 -0.64 0.05
0.03 0.24 -0.07
0.39 0.25 0.27
-0.04 0.11 0.21
-0.14 0.11 -0.01
0.06 -0.41 0.19
0.01 -0.31 0.03
-0.23 0.27 -0.33
0.12 0.14 -0.14
-0.07 -1.63 -0.21
0.32 0.17 0.32
-0.12 0.03 0.23
0.19 -0.30 0.00
0.08 0.46 -0.01
-0.30 -0.09 0.14
-0.06 0.46 -0.41
0.14 -0.23 0.04
-0.18 0.25 0.14
0.09 0.38 0.15
0.08 -0.16 -0.15
-0.13 -0.12 -0.12
-0.27 -0.12 0.10
5.03 0.25 -0.91
-4.30 0.15 1.02
0.04 -0.02 -0.44
0.56 0.28 2.52
-0.44 0.07 -0.52
-0.17 -0.02 -0.39
0.88 -0.27 -2.60
-0.23 0.17 -0.08
0.32 0.04 0.12
0.02 -0.30 0.10
-0.47 -0.20 -0.34
0.05 0.14 0.07
0.14 -0.23 0.06
0.17 0.08 0.09
-0.10 -0.10 0.07
-0.05 0.15 -0.36

Results
**Frontier orbital gap (alpha / beta)**: 7.29 / 7.48 eV
**HOMO level (alpha / beta)**: -0.552 / -0.552 Ha
**Total charge**: +2
**Multiplicity**: 7
**⟨S²⟩**: 12.739

Atom charges from the Mulliken analysis, given in e for atoms 1 to 5:
1 C -0.8663
2 C 0.7886
3 H 0.3773
4 H 0.3204
5 H 0.2962

=====

# 3
One molecule with the formula C3H7N5 in a non-equilibrium geometry, computed with ωB97M-V/def2-TZVPD.

CARTESIAN COORDINATES (ANGSTROEM)
C1 -1.798 0.550 0.090
C2 -0.375 0.041 -0.310
C3 2.146 -0.347 0.093
H1 -2.921 -1.157 0.867
H2 -3.401 -0.743 -0.752
H3 -2.160 1.641 -0.453
H4 -1.659 0.971 1.123
H5 3.164 -0.401 0.250
H6 1.410 1.186 1.294
H7 0.751 1.488 -1.261
N1 -3.063 -0.371 0.183
N2 0.076 -1.043 -0.173
N3 1.521 -1.338 -0.038
N4 1.727 0.938 0.305
N5 0.450 1.179 -0.320

Force components x, y, z for each atom (eV/Å):
-3.21 1.09 -0.58
-2.73 6.52 0.33
4.08 4.98 2.68
0.04 1.08 -1.32
1.00 0.56 1.69
1.29 -3.41 0.89
0.08 -0.73 -0.80
2.44 -0.60 0.25
1.85 -0.89 -1.14
-1.08 -0.08 0.44
1.72 0.24 -0.66
1.71 -8.14 1.92
-6.05 -5.36 -3.20
-3.08 2.81 1.57
1.93 1.92 -2.07

Results
**Frontier orbital gap**: 9.98 eV
**HOMO level**: -0.345 Ha
**SMILES**: NCC1=NN=CNN1
**Multiplicity**: 1

Atom charges from the Mulliken analysis, given in e for atoms 1 to 5:
1 C -0.5473
2 C 0.5708
3 C -0.0281
4 H 0.2448
5 H 0.2424

=====

# 4
One molecule with the formula C2H2Cl3FSi in a non-equilibrium geometry, computed with ωB97M-V/def2-TZVPD.

CARTESIAN COORDINATES (ANGSTROEM)
C1 -0.145 0.307 0.165
C2 -1.331 0.929 -0.001
F1 -1.389 2.271 0.254
Si1 -3.047 0.169 -0.183
Cl1 -3.965 -0.192 -1.885
Cl2 -2.787 -2.219 0.467
Cl3 -4.027 0.979 1.316
H1 0.253 -0.735 -0.085
H2 0.785 0.905 0.174

Force components x, y, z for each atom (eV/Å):
1.21 -0.26 -1.93
1.14 -1.18 0.38
-0.01 -0.30 -0.35
1.88 -3.59 1.58
-0.35 0.46 -0.81
-0.10 2.89 -0.67
-0.98 0.48 0.50
-1.95 1.16 0.55
-0.83 0.36 0.74

Results
**Frontier orbital gap**: 10.40 eV
**HOMO level**: -0.386 Ha
**SMILES**: C=C(F)[Si](Cl)(Cl)Cl
**Multiplicity**: 1

Atom charges from the Mulliken analysis, given in e for atoms 1 to 5:
1 C -0.6181
2 C 0.3120
3 F -0.2363
4 Si 0.7199
5 Cl -0.1391

=====

Q: Which value of multiplicity does entry 4 give?
A: 1

=====

Q: multiplicity of number 4 (C2H2Cl3FSi)?
A: 1